ORCA calculation (the ωB97M-V functional and the def2-TZVPD basis) on a molecular structure, C8H23N4O2.

Each line ends with the Löwdin charge.
Geometry (Å):
C: -0.0213 -1.9662 -2.3909  -0.069
C: 0.3109 -2.7067 2.6654  -0.048
C: 3.0039 -0.1182 0.4715  -0.051
C: -1.4552 3.8565 -1.0210  -0.083
C: -0.5901 -0.5672 -2.5281  -0.164
C: -0.5583 -1.7097 1.9066  -0.206
C: -1.4452 1.6314 -0.1982  -0.252
C: 0.6600 0.2110 1.1153  -0.485
N: 1.0469 1.4717 1.5026  0.185
N: 1.5972 -0.5124 0.3615  -0.021
N: -0.6852 0.4341 -0.2818  -0.025
N: 0.0134 0.3521 -1.5154  -0.012
O: -0.6758 2.7297 -0.6776  -0.218
O: -0.0874 -0.3660 2.0580  -0.015
H: -0.2245 -2.3709 -1.4007  0.063
H: -0.4887 -2.6242 -3.1213  0.090
H: 1.0536 -1.9736 -2.5700  0.084
H: 0.3704 -2.4153 3.7123  0.088
H: -0.1345 -3.6963 2.6038  0.088
H: 1.3264 -2.7585 2.2734  0.070
H: 3.6126 -0.8843 -0.0023  0.095
H: 3.1696 0.8244 -0.0462  0.085
H: 3.3174 -0.0014 1.5107  0.098
H: -2.1586 3.6142 -1.8280  0.096
H: -0.7605 4.6207 -1.3629  0.096
H: -2.0150 4.2234 -0.1572  0.097
H: -1.6686 -0.5780 -2.3623  0.128
H: -0.3850 -0.1698 -3.5230  0.127
H: -1.5623 -1.6986 2.3351  0.134
H: -0.6439 -1.9486 0.8434  0.098
H: -2.3632 1.5380 -0.8079  0.132
H: -1.7469 1.7683 0.8474  0.140
H: 0.4073 1.9003 2.1549  0.124
H: 1.3372 2.1028 0.7731  0.110
H: 1.4834 -1.5088 0.5060  0.118
H: 0.9534 -0.0375 -1.2099  0.135
H: 0.1246 1.3099 -1.8970  0.171

The total energy is -18716.5411 eV. The charge is +1. The value obtained for the energy above the lowest of the compared OMol25 structures with the same formula, charge and spin is 0.0 kcal per mole. Its frontier orbital gap is 9.90 eV. The value obtained for the highest occupied orbital energy is -12.235 eV. The LUMO energy is -2.33 eV.